Record 1
{"formula": "C21H49O2P", "method": "wB97M-V/def2-TZVPD", "e_lumo_ha": 0.029, "smiles": "CC[C@H](C)[PH3]CCCCOC=O.CCCCCC.CCCCCC", "homo_ev": -8.19, "relative_energy_kcal_mol": 0.0, "total_energy_ev": -35951.03965, "symbols": ["C", "C", "C", "C", "P", "C", "C", "C", "C", "O", "C", "O", "H", "H", "H", "H", "H", "H", "H", "H", "H", "H", "H", "H", "H", "H", "H", "H", "H", "H", "H", "H", "H", "C", "C", "C", "C", "C", "C", "H", "H", "H", "H", "H", "H", "H", "H", "H", "H", "H", "H", "H", "H", "C", "C", "C", "C", "C", "C", "H", "H", "H", "H", "H", "H", "H", "H", "H", "H", "H", "H", "H", "H"], "coordinates": [[2.39415, -0.10972, 6.35049], [1.94851, -0.38261, 4.83222], [0.74175, 0.53382, 4.30597], [0.44776, 0.04505, 2.77158], [1.14795, 2.40405, 4.18964], [1.73784, 4.24075, 4.03293], [3.20256, 4.25194, 3.29984], [4.41406, 3.99519, 4.36982], [5.14060, 2.57874, 4.16441], [5.96350, 2.61010, 2.95366], [6.13093, 1.24209, 2.55257], [6.10091, 0.92537, 1.33417], [1.44228, 0.02379, 6.96472], [3.08108, -0.93260, 6.78333], [3.00833, 0.86657, 6.45773], [1.56106, -1.47456, 4.80428], [2.80579, -0.33528, 4.06836], [-0.21478, 0.41962, 4.93677], [0.60089, -1.10093, 2.78848], [-0.61549, 0.34605, 2.48268], [1.25067, 0.44168, 2.04689], [0.85529, 2.44819, 2.76134], [0.07355, 2.76524, 5.08849], [2.44459, 2.11607, 4.73900], [1.91049, 4.73207, 5.05812], [1.01781, 4.87363, 3.39505], [3.36047, 5.31216, 2.88646], [3.15077, 3.44411, 2.49269], [5.15048, 4.88301, 4.35003], [3.88168, 3.93135, 5.39542], [4.42815, 1.68446, 4.14629], [5.84425, 2.41152, 5.06311], [6.28042, 0.43322, 3.35755], [-1.18776, -1.13921, -0.39546], [-2.33225, -0.14239, -0.27910], [-3.64792, -0.77818, 0.17495], [-4.22642, -1.83689, -0.76867], [-4.49433, -1.36515, -2.19873], [-5.52775, -0.25022, -2.28354], [-1.38713, -1.89623, -1.15802], [-0.26649, -0.62118, -0.67702], [-1.01208, -1.64484, 0.55765], [-2.46699, 0.37646, -1.23361], [-2.05085, 0.62532, 0.45005], [-4.38619, 0.01610, 0.32748], [-3.49652, -1.23948, 1.15819], [-5.16363, -2.20650, -0.33627], [-3.55236, -2.69939, -0.80423], [-4.85606, -2.21888, -2.78190], [-3.56432, -1.04028, -2.67582], [-6.47835, -0.56515, -1.84375], [-5.71172, 0.01349, -3.32859], [-5.19110, 0.65273, -1.76917], [0.42285, -2.21309, -3.76950], [-0.63009, -1.31850, -4.40791], [-1.83410, -2.08976, -4.95142], [-1.52381, -3.08655, -6.07173], [-0.84860, -2.49249, -7.30871], [-1.70136, -1.45196, -8.02175], [0.86227, -2.90217, -4.49487], [1.23338, -1.60407, -3.35950], [-0.00608, -2.79784, -2.95163], [-0.17147, -0.71743, -5.19943], [-0.98728, -0.60962, -3.65238], [-2.58209, -1.37005, -5.30075], [-2.30622, -2.63565, -4.12584], [-2.46240, -3.56482, -6.37550], [-0.89190, -3.89004, -5.67878], [-0.63538, -3.30640, -8.00990], [0.11903, -2.05486, -7.04389], [-2.66130, -1.87756, -8.32765], [-1.18914, -1.09734, -8.92027], [-1.89446, -0.58411, -7.38715]], "mulliken_charge": [-1.00, -0.63, 0.20, -1.41, 0.20, -0.93, -0.49, -0.65, 0.00, -0.33, 0.24, -0.49, 0.30, 0.34, 0.20, 0.44, 0.18, 0.48, 0.42, 0.23, 0.28, -0.03, -0.02, -0.23, 0.44, 0.37, 0.32, 0.28, 0.39, 0.31, -0.01, 0.26, 0.34, -0.90, -0.35, -0.77, -0.86, 0.46, -1.41, 0.09, 0.34, 0.32, 0.27, 0.31, 0.32, 0.39, 0.39, 0.33, 0.46, -0.41, 0.31, 0.42, 0.29, -1.28, -0.31, -0.35, -0.96, -0.41, -1.19, 0.40, 0.36, 0.25, 0.39, 0.14, 0.42, 0.24, 0.40, 0.34, 0.38, 0.24, 0.29, 0.38, 0.28]}



Record 2
{"formula": "C21H50AlFNO9P2", "method": "wB97M-V/def2-TZVPD", "e_lumo_ha": 0.068, "homo_ev": -4.58, "charge": -1, "total_energy_ev": -70400.10472, "symbols": ["C", "C", "O", "N", "C", "C", "C", "C", "C", "Al", "C", "C", "F", "H", "H", "H", "H", "H", "H", "H", "H", "H", "H", "H", "H", "H", "H", "H", "H", "H", "H", "H", "H", "O", "P", "O", "C", "C", "O", "C", "C", "O", "C", "C", "H", "H", "H", "H", "H", "H", "H", "H", "H", "H", "H", "H", "H", "H", "H", "O", "P", "O", "C", "C", "O", "C", "C", "O", "C", "C", "H", "H", "H", "H", "H", "H", "H", "H", "H", "H", "H", "H", "H", "H", "H"], "coordinates": [[-3.93695, 1.39946, -0.37580], [-4.14986, 1.32174, -1.88452], [-5.28084, 1.27860, -2.31886], [-3.02830, 1.32499, -2.79340], [-2.00127, 0.45905, -2.16762], [-2.59217, 2.74840, -2.86756], [-1.26636, 2.95378, -3.58705], [0.01413, 2.88562, -2.70256], [-0.08603, 3.55600, -1.31200], [1.63872, 4.50199, -0.80455], [1.07198, 6.11549, 0.36085], [0.58892, 7.23683, -0.57077], [-0.09220, 5.67195, 1.08272], [-3.60533, 0.46395, 0.06735], [-3.17898, 2.15019, -0.13537], [-4.86779, 1.76238, 0.05099], [-1.32380, 0.13284, -2.95911], [-2.47898, -0.44704, -1.79766], [-1.38312, 0.96309, -1.42028], [-3.36139, 3.26584, -3.44928], [-2.62479, 3.19116, -1.86770], [-1.24276, 3.89219, -4.14187], [-1.18686, 2.15659, -4.33636], [0.79351, 3.41806, -3.25870], [0.35557, 1.84946, -2.65225], [-0.38182, 2.77655, -0.59466], [-0.91075, 4.27982, -1.28803], [2.65528, 3.56198, 0.03939], [2.31482, 4.99282, -2.20100], [1.87033, 6.43683, 1.03343], [1.19521, 8.14347, -0.49567], [0.55178, 6.91308, -1.61464], [-0.44290, 7.49892, -0.31378], [4.95645, 0.69237, 1.67990], [5.63724, 0.94042, 2.97368], [5.08721, -0.24968, 3.96620], [5.49460, -1.59001, 3.70614], [6.97199, -1.81316, 3.98033], [4.80572, 2.22084, 3.52269], [3.86274, 2.95973, 2.72191], [2.45941, 2.44186, 2.92059], [6.94691, 1.30719, 3.87190], [7.03315, 2.37493, 4.82064], [6.28954, 2.07296, 6.10156], [5.24988, -1.85367, 2.67267], [4.89957, -2.22798, 4.36028], [7.59274, -1.24562, 3.28244], [7.22676, -2.86926, 3.87661], [7.23230, -1.48170, 4.98553], [4.14396, 2.95560, 1.67260], [3.91937, 3.99762, 3.05750], [2.39397, 1.36729, 2.74342], [1.76585, 2.94624, 2.24897], [2.13325, 2.61025, 3.95071], [6.72047, 3.31783, 4.37832], [8.09676, 2.48497, 5.04707], [5.23299, 1.88290, 5.92732], [6.37783, 2.91647, 6.78855], [6.70106, 1.18269, 6.58110], [-2.46038, -3.51615, -2.19584], [-3.38598, -4.50760, -1.59634], [-2.88592, -5.95637, -2.17833], [-1.63501, -6.47599, -1.72377], [-1.67281, -6.88574, -0.26241], [-4.71134, -4.26767, -2.51735], [-4.83041, -3.16976, -3.42770], [-4.39163, -3.57268, -4.81844], [-4.24769, -5.10302, -0.35720], [-5.66208, -5.33488, -0.35360], [-6.04992, -6.55772, -1.15287], [-0.84667, -5.73787, -1.89739], [-1.41663, -7.34527, -2.34397], [-1.80997, -6.01768, 0.38751], [-0.74123, -7.37628, 0.02269], [-2.50441, -7.56445, -0.07306], [-4.28400, -2.30006, -3.06935], [-5.88599, -2.89067, -3.44379], [-3.39010, -4.00331, -4.81249], [-4.39773, -2.71297, -5.48927], [-5.06211, -4.33426, -5.22234], [-6.20481, -4.44780, -0.67113], [-5.93255, -5.49591, 0.69226], [-5.73991, -6.48466, -2.19275], [-7.13295, -6.68845, -1.12602], [-5.57650, -7.44992, -0.73936]], "mulliken_charge": [-0.90, 0.49, -0.60, 0.01, -0.97, -0.28, -1.11, -0.66, -0.41, -0.05, 0.10, -1.18, -0.37, 0.24, 0.26, 0.37, 0.39, 0.41, 0.11, 0.30, 0.33, 0.40, 0.33, 0.33, 0.29, 0.30, 0.22, -0.21, -0.39, 0.40, 0.30, 0.21, 0.30, -0.81, 1.02, -0.32, -0.37, -0.96, -0.28, -0.32, -0.99, -0.31, -0.17, -1.03, 0.31, 0.31, 0.26, 0.40, 0.21, 0.42, 0.30, 0.25, 0.26, 0.31, 0.26, 0.35, 0.26, 0.38, 0.28, -0.80, 1.09, -0.32, -0.35, -0.97, -0.36, 0.06, -1.21, -0.33, -0.18, -1.05, 0.29, 0.31, 0.27, 0.40, 0.21, 0.03, 0.35, 0.27, 0.41, 0.31, 0.26, 0.35, 0.27, 0.39, 0.28]}



Record 3
{"formula": "C21H50ClInNO8P2", "method": "wB97M-V/def2-TZVPD", "e_lumo_ha": 0.076, "homo_ev": -5.08, "charge": -1, "total_energy_ev": -76734.35296, "symbols": ["C", "C", "C", "C", "In", "C", "C", "C", "N", "O", "C", "C", "O", "Cl", "P", "P", "O", "O", "O", "H", "H", "H", "H", "H", "H", "H", "H", "H", "H", "H", "H", "H", "H", "H", "H", "H", "H", "H", "H", "C", "C", "O", "C", "C", "H", "H", "H", "H", "H", "H", "H", "H", "H", "H", "C", "C", "O", "C", "C", "H", "H", "H", "H", "H", "H", "H", "H", "H", "H", "C", "C", "O", "C", "C", "H", "H", "H", "H", "H", "H", "H", "H", "H", "H"], "coordinates": [[0.48364, -1.37684, -1.14865], [0.13088, -1.33658, -2.62828], [-0.76416, -0.11000, -2.92334], [-2.11033, -0.50109, -3.55984], [-3.82911, -0.45758, -2.13650], [-3.58252, -1.89594, -0.45734], [-3.76628, -3.33905, -0.95051], [-3.31988, -4.27126, 0.13766], [-1.89241, -4.51351, 0.22167], [-4.08554, -4.76379, 0.94591], [-4.06938, 1.64724, -1.40938], [-5.08393, 1.85303, -0.38915], [-4.89364, 2.02034, 0.80159], [-6.78320, 1.84518, -0.98566], [-5.83437, -1.27812, -3.54814], [-7.36994, -1.94457, -2.20471], [-7.15413, -1.66446, -0.78357], [-7.63442, -3.53364, -2.44099], [-8.71500, -1.29958, -2.77017], [-0.40096, -1.63373, -0.57644], [0.78612, -0.39294, -0.82472], [1.24906, -2.11002, -0.92209], [-0.35776, -2.24908, -2.93083], [1.05183, -1.23659, -3.18445], [-0.23896, 0.49939, -3.64930], [-0.88217, 0.46899, -2.01808], [-2.06004, -1.46514, -4.04216], [-2.36266, 0.22342, -4.32367], [-2.59976, -1.79303, -0.00993], [-4.34868, -1.71688, 0.28197], [-3.17529, -3.48451, -1.85280], [-4.80130, -3.52999, -1.19204], [-1.56874, -4.65568, -0.72465], [-1.44079, -3.66939, 0.54508], [-3.14167, 1.95221, -0.95073], [-4.25718, 2.30393, -2.24888], [-5.38199, -2.51714, -4.05823], [-6.78947, -3.91223, -2.68653], [-9.45144, -1.54758, -2.20565], [-1.71000, 0.84977, 3.07503], [-0.38581, 0.57710, 2.38150], [-0.25234, 1.21796, 1.12878], [-0.32175, 2.63118, 1.13840], [0.75693, 3.28941, 1.98166], [-2.54361, 0.55709, 2.43627], [-1.76670, 0.28463, 4.00645], [-1.83543, 1.90558, 3.31896], [-0.30420, -0.48933, 2.16683], [0.45774, 0.83258, 3.03669], [-1.31789, 2.96406, 1.44990], [-0.20414, 2.93240, 0.09699], [0.67462, 3.02031, 3.03538], [0.68501, 4.37531, 1.90944], [1.74709, 2.98302, 1.64018], [2.92274, 0.27662, 5.13259], [3.79783, 0.90802, 4.06329], [3.93608, 2.31163, 4.18549], [4.51408, 2.78631, 5.38394], [5.92711, 2.28529, 5.63307], [1.93034, 0.72894, 5.12830], [2.81870, -0.79238, 4.94675], [3.34170, 0.40037, 6.13260], [3.34234, 0.74939, 3.08572], [4.78196, 0.42581, 4.03419], [3.86767, 2.55667, 6.23903], [4.52773, 3.87162, 5.28509], [5.96381, 1.20164, 5.74975], [6.32685, 2.73153, 6.54433], [6.57813, 2.55298, 4.79990], [4.47583, 1.61837, -4.29932], [3.65469, 0.59486, -3.53264], [4.22911, -0.69888, -3.50579], [5.50020, -0.80254, -2.89890], [5.52579, -0.38080, -1.43891], [4.63687, 1.28559, -5.32547], [3.95386, 2.57518, -4.31974], [5.45434, 1.78404, -3.84549], [2.68656, 0.47415, -4.01782], [3.44987, 0.94342, -2.51437], [6.24850, -0.24476, -3.47514], [5.76887, -1.85620, -2.97528], [5.27268, 0.67208, -1.31071], [6.52163, -0.53669, -1.02189], [4.81017, -0.96714, -0.86155]], "mulliken_charge": [-0.80, -0.45, 0.00, -1.44, 0.53, -0.84, 0.07, 0.19, -0.69, -0.53, -0.81, 0.56, -0.57, -0.23, -0.16, 0.79, -0.55, -0.53, -0.48, -0.19, 0.20, 0.50, 0.40, 0.24, 0.29, 0.08, 0.48, 0.40, 0.08, 0.46, 0.34, -0.12, 0.35, 0.32, 0.04, 0.48, -0.02, 0.29, 0.31, -1.22, 0.26, -0.19, -0.31, -1.30, 0.26, 0.45, 0.29, 0.36, -0.31, 0.30, 0.36, 0.28, 0.45, 0.29, -1.17, -0.29, -0.39, -0.36, -1.03, 0.28, 0.40, 0.36, 0.34, 0.29, 0.31, 0.33, 0.27, 0.39, 0.29, -1.30, 0.06, -0.42, -0.33, -1.04, 0.31, 0.40, 0.30, 0.21, 0.22, 0.32, 0.33, 0.27, 0.41, 0.25]}



Record 4
{"formula": "C21H50INO22P5", "method": "wB97M-V/def2-TZVPD", "e_lumo_ha": -0.208, "homo_ev": -9.88, "charge": 1, "total_energy_ev": -123645.25919, "symbols": ["O", "C", "O", "C", "C", "C", "N", "C", "C", "I", "H", "H", "H", "H", "H", "C", "O", "P", "O", "O", "C", "O", "C", "H", "H", "H", "H", "H", "H", "H", "H", "H", "C", "O", "P", "O", "O", "C", "O", "C", "H", "H", "H", "H", "H", "H", "H", "H", "H", "C", "O", "P", "O", "O", "C", "O", "C", "H", "H", "H", "H", "H", "H", "H", "H", "H", "C", "O", "P", "O", "O", "C", "O", "C", "H", "H", "H", "H", "H", "H", "H", "H", "H", "C", "O", "P", "O", "O", "C", "O", "C", "H", "H", "H", "H", "H", "H", "H", "H", "H"], "coordinates": [[-8.57373, 3.95498, 1.60180], [-7.35538, 4.08763, 1.87570], [-6.79220, 3.21569, 2.87093], [-6.40284, 5.19357, 1.23764], [-6.96088, 6.63201, 1.05015], [-5.97242, 7.69932, 0.46242], [-4.61614, 7.36922, 0.12362], [-4.07176, 6.02976, 0.26279], [-4.93645, 4.86285, 0.84001], [-3.96830, 2.93496, 1.02820], [-6.02709, 3.75194, 3.21711], [-8.02759, 6.91846, 1.33495], [-6.39989, 8.75030, 0.32890], [-3.99805, 8.10693, -0.25276], [-2.98508, 5.79654, -0.03981], [2.37539, 2.02929, 4.67463], [1.49657, 2.13599, 3.55534], [0.43875, 3.49151, 3.62387], [-0.54643, 2.81294, 2.67669], [1.50918, 4.40861, 2.78888], [2.07176, 3.90215, 1.58984], [-0.58136, 4.86770, 3.77909], [-1.42423, 4.82941, 4.92708], [3.00498, 1.14839, 4.54577], [3.01007, 2.91579, 4.74729], [1.79438, 1.91518, 5.59556], [1.43675, 3.15625, 1.11468], [3.04405, 3.46071, 1.81300], [2.22257, 4.72962, 0.89615], [-0.81875, 4.79269, 5.83387], [-2.08149, 3.95515, 4.88427], [-2.03459, 5.73341, 4.94366], [-3.16740, -2.09630, -1.76639], [-2.76386, -1.03761, -2.63140], [-1.34077, -0.21679, -2.11360], [-1.73852, 1.01059, -2.92462], [-0.39765, -1.21239, -3.01124], [-0.74110, -1.45763, -4.36679], [0.07261, 0.59340, -1.55907], [-0.08754, 1.20598, -0.29136], [-4.06964, -2.55713, -2.16992], [-2.38076, -2.85171, -1.69466], [-3.38980, -1.69988, -0.76971], [-1.33018, -0.64824, -4.79916], [-1.30582, -2.38965, -4.42924], [0.17675, -1.57392, -4.94406], [-0.32563, 0.44903, 0.45745], [-0.88868, 1.95303, -0.33420], [0.84452, 1.69756, -0.01725], [1.54712, -3.73801, -2.77329], [1.73871, -5.12628, -2.51415], [2.75361, -5.91680, -3.66039], [2.15360, -7.27766, -3.33016], [4.07199, -5.62809, -2.72971], [4.03386, -5.96266, -1.35192], [3.78167, -6.58335, -4.86485], [3.25384, -6.49237, -6.18522], [0.89713, -3.32073, -2.00400], [2.50480, -3.21130, -2.75793], [1.06850, -3.60509, -3.74917], [3.31647, -6.75551, -1.13654], [3.77430, -5.07298, -0.77516], [5.02695, -6.29216, -1.04514], [3.10363, -5.44593, -6.45603], [2.30449, -7.03265, -6.25054], [3.96663, -6.94024, -6.87833], [1.86186, 11.11128, 3.55456], [2.85291, 10.09131, 3.47299], [2.50336, 8.86926, 2.30965], [3.40356, 7.86511, 3.01806], [3.33980, 9.67884, 1.15656], [4.65487, 10.13109, 1.44310], [2.03107, 7.71511, 1.12540], [0.80129, 7.06143, 1.42052], [2.16428, 11.83747, 4.30988], [1.75583, 11.61848, 2.59209], [0.90107, 10.67541, 3.84964], [5.13710, 9.53956, 2.22206], [4.61331, 11.17595, 1.75535], [5.25122, 10.06915, 0.53250], [-0.00634, 7.79553, 1.47524], [0.87903, 6.52417, 2.36879], [0.58235, 6.34859, 0.62377], [-1.81730, -11.15877, 0.01022], [-1.36615, -11.75058, -1.20350], [0.30747, -11.49183, -1.52536], [0.10889, -11.72243, -3.01781], [0.70226, -12.89543, -0.77430], [0.01464, -14.08538, -1.12525], [1.97939, -11.15256, -1.72610], [2.27592, -9.75950, -1.81577], [-2.87996, -11.37210, 0.13332], [-1.26854, -11.56882, 0.86214], [-1.67821, -10.07279, -0.02978], [-0.39447, -14.04624, -2.13543], [-0.79516, -14.25363, -0.41283], [0.70965, -14.92293, -1.05796], [1.96710, -9.25434, -0.89841], [1.76218, -9.31850, -2.67222], [3.35212, -9.63738, -1.94466]], "mulliken_charge": [-0.46, 0.46, -0.41, 0.40, -0.53, -0.26, -0.03, -0.22, -0.22, 0.45, 0.34, 0.40, 0.37, 0.31, 0.37, -0.78, -0.26, 0.72, -0.50, -0.15, -0.21, -0.15, -0.83, 0.24, 0.34, 0.33, -0.15, 0.30, 0.27, 0.33, 0.32, 0.23, -0.66, -0.32, 1.06, -0.64, -0.27, -0.77, -0.40, -0.58, 0.25, 0.28, 0.28, 0.37, 0.31, 0.27, 0.41, 0.28, 0.06, -0.69, -0.39, 0.90, -0.48, -0.33, -0.49, -0.26, -0.74, 0.20, 0.35, 0.33, 0.17, 0.25, 0.25, 0.32, 0.33, 0.25, -0.75, -0.28, 1.00, -0.62, -0.32, -0.64, -0.26, -0.96, 0.25, 0.32, 0.31, 0.33, 0.24, 0.25, 0.35, 0.50, 0.32, -0.75, -0.31, 1.04, -0.63, -0.32, -0.64, -0.34, -0.86, 0.24, 0.32, 0.31, 0.34, 0.23, 0.25, 0.32, 0.54, 0.30]}